Density functional theory data (the ωB97M-V functional and the def2-TZVPD basis) for a 19-piece molecular cluster, C18H74O28 overall.

CARTESIAN COORDINATES (ANGSTROEM)
O  -3.1584  -2.8008  -1.8634
H  -2.7639  -3.2651  -1.1140
H  -2.3648  -2.7052  -2.3941
O  2.1053  -2.2256  -3.1162
H  2.3081  -2.4207  -2.1700
H  2.6558  -2.7629  -3.6901
O  -3.7849  -1.9599  1.7791
H  -3.9129  -1.1656  2.2493
H  -3.4501  -1.7545  0.9242
O  0.9369  3.0205  1.8140
H  1.1157  3.9202  1.8308
H  0.2893  3.0030  2.5713
O  2.4854  -2.6697  -0.5193
H  3.3564  -2.3406  -0.6470
H  2.0941  -1.8495  -0.2586
O  3.2492  1.2780  1.7537
H  2.5586  1.9708  1.7481
H  3.7549  1.2038  2.5498
O  -1.1046  -2.4107  -3.6170
H  -1.4226  -1.8685  -4.3704
H  -0.2314  -2.1234  -3.4551
O  4.0586  -0.5964  -0.9918
H  4.6717  0.0131  -0.6480
H  4.4315  -0.7540  -1.8539
O  0.7023  -3.8688  1.1580
H  1.0971  -3.5065  0.3634
H  1.1288  -3.4042  1.9280
O  -1.9682  -3.4848  0.4128
H  -1.3794  -4.2783  0.5743
H  -1.4803  -2.8384  0.9704
C  1.5222  1.0434  -3.3879
C  0.9303  2.5135  -3.1947
O  0.2873  2.4951  -1.9347
O  2.1580  0.9045  -4.5924
H  0.7190  0.2795  -3.3618
H  2.1496  0.8171  -2.5849
H  0.1931  2.7650  -4.0327
H  1.7858  3.1254  -3.1671
H  -0.0085  1.5501  -1.9413
H  2.8428  1.5999  -4.7130
C  3.6040  4.6708  0.2931
C  3.1038  3.5535  -0.6543
O  4.0403  2.5695  -0.4722
O  4.8342  5.1666  -0.2021
H  3.5860  4.2755  1.3635
H  3.0276  5.5177  0.4789
H  3.0567  4.0074  -1.6677
H  2.1194  3.2234  -0.4670
H  3.7401  2.2127  0.3394
H  5.3194  4.4513  -0.5284
C  -3.2644  2.7205  -0.2229
C  -3.3985  4.2154  -0.1254
O  -4.3820  4.6547  -1.0897
O  -1.9906  2.2296  0.3506
H  -3.2777  2.4521  -1.2705
H  -4.0727  2.3223  0.4532
H  -2.3649  4.6516  -0.2699
H  -3.6766  4.5853  0.8368
H  -3.8871  5.1110  -1.7388
H  -1.6564  1.5316  -0.2563
C  4.9344  -3.2533  2.2455
C  4.4793  -1.8255  2.2287
O  4.1173  -1.2253  3.4560
O  4.7507  -3.7884  0.8974
H  4.1348  -3.6514  2.8720
H  5.8442  -3.5093  2.7897
H  3.6318  -1.7008  1.6440
H  5.2018  -1.2545  1.7729
H  4.8845  -1.3226  4.0160
H  4.1570  -4.5484  1.0378
C  0.0064  -0.4314  4.3071
C  -1.0215  -0.4866  3.2191
O  -0.8549  -1.5576  2.3440
O  -0.4916  0.5145  5.1944
H  0.9351  -0.1785  3.8409
H  -0.0324  -1.4486  4.6955
H  -0.9435  0.4245  2.7368
H  -2.0122  -0.4503  3.6529
H  0.0227  -1.5685  1.9863
H  0.2454  0.4726  5.8287
C  -6.2055  -0.3793  -0.3539
C  -5.2529  0.0233  -1.3973
O  -3.9970  -0.2573  -0.8835
O  -7.4763  -0.2758  -0.8799
H  -6.1537  0.2178  0.5550
H  -6.0067  -1.3209  0.0461
H  -5.3625  1.0218  -1.6807
H  -5.3712  -0.6976  -2.1629
H  -3.7064  -1.1292  -1.1123
H  -7.5304  -0.9932  -1.5350
C  1.9141  -2.9784  5.5987
C  1.6365  -3.5797  4.1305
O  1.7415  -2.6008  3.1570
O  2.5677  -4.0723  6.2071
H  1.0730  -2.5968  6.1707
H  2.6883  -2.1691  5.6450
H  0.6161  -3.9490  4.0684
H  2.2162  -4.3791  3.6607
H  2.5168  -1.9637  3.3414
H  2.4009  -4.1284  7.1821
C  -0.4052  -0.6682  -0.6954
C  0.5609  0.1329  0.0266
O  1.1724  -0.6664  0.9530
O  -0.9929  0.1126  -1.6512
H  -1.1129  -1.1517  -0.0318
H  0.0695  -1.4962  -1.2346
H  0.1878  1.0506  0.4663
H  1.3691  0.4218  -0.5948
H  1.9388  -0.1424  1.2036
H  -1.9461  0.0770  -1.6425
C  -4.1120  1.8850  -4.3199
C  -3.7736  2.3068  -5.7691
O  -4.7636  3.0487  -6.3834
O  -2.9555  1.3034  -3.7072
H  -4.8717  1.1912  -4.3342
H  -4.4707  2.7905  -3.6887
H  -3.3303  1.4675  -6.3188
H  -2.8295  2.9787  -5.6851
H  -4.2981  3.3741  -7.1997
H  -2.7520  0.4102  -4.0742

Properties
Energy relative to the best compared isomer or geometry (same formula, charge and spin): 139.1 kJ/mol
HOMO level: -9.37 eV
Molecular weight: 738.76 g mol⁻¹

Density functional theory data (the ωB97M-V functional and the def2-TZVPD basis) for a 21-piece molecular cluster, C18H78O30 overall.

CARTESIAN COORDINATES (ANGSTROEM)
O  -3.4497  -2.8603  1.1058
H  -4.1484  -3.2367  1.6626
H  -3.2115  -2.0636  1.5314
O  -4.1057  -1.5300  -1.4896
H  -3.7295  -2.3780  -1.3694
H  -4.4091  -1.6617  -2.3874
O  -0.0809  -3.9318  0.5844
H  0.5766  -4.3017  1.2117
H  -0.4955  -3.2854  1.1667
O  2.5896  -0.9798  -3.3392
H  2.8748  -1.8621  -3.2598
H  1.6658  -1.0259  -3.5617
O  2.0997  -2.1823  3.2657
H  2.7623  -1.7577  2.7132
H  1.3192  -2.0761  2.7284
O  -1.2359  -3.2804  -3.1984
H  -1.9120  -3.4424  -3.8630
H  -1.7146  -3.5399  -2.4461
O  4.0595  -1.2149  1.5793
H  3.8811  -0.6183  0.8671
H  4.0429  -2.1230  1.2207
O  -0.9478  -2.5790  2.8359
H  -0.9865  -1.6514  3.1881
H  -1.6728  -3.0504  3.2695
O  -0.2005  -1.0488  -3.8911
H  -0.7433  -0.2146  -3.7187
H  -0.7265  -1.8060  -3.7095
O  2.1353  -3.5131  -0.8733
H  1.8738  -3.6916  -1.7723
H  1.2961  -3.5109  -0.3701
O  -2.9047  -4.0142  -1.2792
H  -2.7998  -3.7972  -0.3316
H  -3.4204  -4.8227  -1.2063
O  -5.2847  1.1140  -1.8025
H  -4.8654  0.3387  -1.5325
H  -5.7500  0.9514  -2.6200
C  0.1140  0.7622  5.9909
C  0.2390  -0.1829  4.8106
O  -0.8574  -0.1095  3.9655
O  1.1541  0.6192  6.9426
H  -0.9182  0.6375  6.4361
H  0.2204  1.8047  5.6754
H  0.2314  -1.1901  5.2166
H  1.2122  -0.1435  4.2549
H  -1.2624  0.7775  3.8903
H  2.0471  0.5817  6.4972
C  -3.2421  4.0593  1.2335
C  -2.6270  3.0715  0.2313
O  -1.6722  2.2094  0.8135
O  -3.8230  5.1247  0.5811
H  -2.4450  4.4356  1.9040
H  -3.9448  3.5495  1.8895
H  -2.3133  3.4788  -0.7477
H  -3.3961  2.3838  -0.1238
H  -1.7494  1.2845  0.4459
H  -3.1172  5.6512  0.2056
C  1.3983  2.6787  -3.9358
C  1.3916  2.3524  -2.4185
O  0.3772  3.0485  -1.8501
O  2.4573  2.0450  -4.5972
H  1.4279  3.7003  -4.1821
H  0.5017  2.3993  -4.4027
H  2.3878  2.6024  -1.9656
H  1.2951  1.2495  -2.2027
H  0.2814  3.9270  -2.1875
H  2.3648  1.1168  -4.7415
C  4.6439  0.4888  -0.8207
C  4.8228  1.7780  -0.1122
O  6.1495  2.0909  -0.1763
O  3.3350  0.0769  -0.8534
H  5.2054  -0.2311  -0.2478
H  4.9318  0.4960  -1.8840
H  4.5873  1.7004  0.9889
H  4.1830  2.5956  -0.5519
H  6.5820  2.2291  0.6185
H  3.2140  -0.4031  -1.6706
C  1.6206  1.8501  2.5106
C  1.7068  2.9207  1.4035
O  0.4596  3.6757  1.4594
O  1.5917  2.5788  3.6650
H  2.5710  1.2680  2.6301
H  0.8163  1.1453  2.3091
H  1.8121  2.4409  0.4222
H  2.5276  3.6098  1.6003
H  -0.2096  3.0693  1.2561
H  0.7581  3.0405  3.6393
C  -1.1452  -0.8392  0.1991
C  0.1981  -0.3365  -0.2093
O  0.9833  -1.0410  0.7384
O  -2.0659  -0.0763  -0.5993
H  -1.3157  -0.6405  1.3025
H  -1.3321  -1.8323  -0.0949
H  0.4804  0.7247  -0.1012
H  0.4226  -0.6015  -1.2402
H  1.7974  -1.2552  0.3219
H  -2.7743  -0.6271  -0.9083
C  -2.1128  3.5024  -3.8930
C  -2.7051  2.1070  -3.5530
O  -1.5922  1.2812  -3.2611
O  -3.1527  4.3310  -4.0948
H  -1.5341  3.4045  -4.7712
H  -1.5227  3.9305  -3.0584
H  -3.3616  1.5980  -4.1982
H  -3.2942  2.1859  -2.6126
H  -1.0701  1.7660  -2.5963
H  -3.8807  4.2098  -3.4663
C  -5.7674  -0.4747  2.0978
C  -4.3901  0.2188  2.1366
O  -3.3747  -0.6156  2.8146
O  -6.7086  0.2245  1.3900
H  -6.1339  -0.8243  3.0668
H  -5.6678  -1.4064  1.5917
H  -4.4232  1.2320  2.6772
H  -4.0790  0.4118  1.0858
H  -3.1078  -0.2685  3.6725
H  -7.5948  -0.0556  1.6756
C  6.0253  -4.5913  -1.2308
C  5.8599  -3.1389  -0.8922
O  4.6353  -2.6508  -1.5175
O  7.2133  -5.1627  -0.7096
H  6.0230  -4.7355  -2.3151
H  5.2245  -5.1822  -0.8010
H  6.6918  -2.6712  -1.3175
H  5.8837  -2.9335  0.1541
H  3.8994  -2.9356  -0.9895
H  7.3449  -5.9295  -1.2176

Properties
Energy relative to the best compared isomer or geometry (same formula, charge and spin): 0.0 kJ/mol
HOMO level: -9.39 eV
Molecular weight: 774.79 g mol⁻¹

Taking the records one at a time from the top gives lowest unoccupied orbital energy values of -0.4, -0.4 eV.